DFT (wB97M-V/def2-TZVPD) results for a cluster of 13 separate species, C46H125N7O22 in total.

Each atom is followed by the atoms it is bonded to, with distances in Å.
Cartesian coordinates (Å):
1 C -8.8198 3.9105 1.7537  O2 1.384, H10 1.096, H11 1.091, H12 1.087
2 O -7.8761 3.3767 0.8932  C1 1.384, C3 1.390
3 C -8.4371 3.0683 -0.3410  O2 1.390, C4 1.502, H13 1.103, H14 1.114
4 C -7.5350 2.2124 -1.1829  C3 1.502, N5 1.479, H15 1.099, H16 1.105
5 N -6.2004 2.8302 -1.3427  C4 1.479, C6 1.472, H17 1.015
6 C -5.1136 1.8413 -1.4232  N5 1.472, C7 1.510, H18 1.103, H19 1.096
7 C -5.1245 0.9947 -2.6735  C6 1.510, O8 1.440, H20 1.095, H21 1.107
8 O -3.9259 0.2028 -2.5746  C7 1.440, C9 1.402
9 C -3.4647 -0.2845 -3.8058  O8 1.402, H22 1.095, H23 1.090, H24 1.098
10 H -9.2262 4.8375 1.3324  C1 1.096
11 H -8.2695 4.2548 2.6308  C1 1.091
12 H -9.5670 3.1722 2.0351  C1 1.087
13 H -8.8139 3.9103 -0.9465  C3 1.103
14 H -9.3553 2.4483 -0.2298  C3 1.114
15 H -7.8691 2.1126 -2.2248  C4 1.099
16 H -7.4677 1.1539 -0.8737  C4 1.105
17 H -6.0209 3.4145 -0.5321  N5 1.015
18 H -5.0764 1.1883 -0.5347  C6 1.103
19 H -4.1637 2.3865 -1.4490  C6 1.096
20 H -5.3364 1.5416 -3.5986  C7 1.095
21 H -5.8993 0.2036 -2.6552  C7 1.107
22 H -4.2447 -0.4638 -4.5536  C9 1.095
23 H -2.8846 -1.1477 -3.4809  C9 1.090
24 H -2.7822 0.3797 -4.3524  C9 1.098
25 C 1.5926 2.8098 -3.4297  O26 1.416, H34 1.094, H35 1.095, H36 1.089
26 O 2.4131 3.9105 -3.7763  C25 1.416, C27 1.438
27 C 2.1274 4.2751 -5.1381  O26 1.438, C28 1.521, H37 1.096, H38 1.097
28 C 2.6872 5.6669 -5.3866  C27 1.521, N29 1.463, H39 1.095, H40 1.090
29 N 1.8088 6.8036 -5.1112  C28 1.463, C30 1.445, H41 1.012
30 C 1.3207 6.8821 -3.7530  N29 1.445, C31 1.526, H42 1.096, H43 1.098
31 C 2.3519 7.4725 -2.7961  C30 1.526, O32 1.404, H44 1.087, H45 1.098
32 O 1.8512 7.4594 -1.4847  C31 1.404, C33 1.395
33 C 1.6499 8.7540 -1.0067  O32 1.395, H46 1.098, H47 1.103, H48 1.097
34 H 1.5839 1.9786 -4.1415  C25 1.094
35 H 0.5776 3.1732 -3.2378  C25 1.095
36 H 2.0397 2.4177 -2.5170  C25 1.089
37 H 1.0364 4.1835 -5.1941  C27 1.096
38 H 2.6524 3.5600 -5.7828  C27 1.097
39 H 2.8375 5.6994 -6.4710  C28 1.095
40 H 3.6202 5.7715 -4.8328  C28 1.090
41 H 1.0056 6.7597 -5.7246  N29 1.012
42 H 1.0173 5.9104 -3.3464  C30 1.096
43 H 0.3883 7.4616 -3.7354  C30 1.098
44 H 2.7152 8.4586 -3.0724  C31 1.087
45 H 3.1753 6.7470 -2.7728  C31 1.098
46 H 0.9365 9.3072 -1.6309  C33 1.098
47 H 2.5676 9.3478 -0.8622  C33 1.103
48 H 1.2303 8.7442 0.0072  C33 1.097
49 C 0.6298 -3.6683 2.7497  O50 1.383, H58 1.093, H59 1.101, H60 1.094
50 O -0.1938 -2.6299 3.1452  C49 1.383, C51 1.405
51 C -1.4888 -2.7753 2.6203  O50 1.405, C52 1.514, H61 1.088, H62 1.107
52 C -1.5883 -2.8141 1.1100  C51 1.514, N53 1.458, H63 1.090, H64 1.108
53 N -1.1422 -1.5592 0.5168  C52 1.458, C54 1.496, H65 1.019
54 C -1.1807 -1.6365 -0.9770  N53 1.496, C55 1.520, H66 1.104, H67 1.104
55 C -0.2793 -0.5461 -1.5320  C54 1.520, O56 1.395, H68 1.095, H69 1.100
56 O 0.9960 -1.1109 -1.5730  C55 1.395, C57 1.425
57 C 1.9649 -0.3780 -2.3169  O56 1.425, H70 1.099, H71 1.095, H72 1.108
58 H 1.2265 -3.4770 1.8540  C49 1.093
59 H 0.1935 -4.6747 2.6507  C49 1.101
60 H 1.2977 -3.7960 3.6073  C49 1.094
61 H -2.1762 -2.0455 3.0417  C51 1.088
62 H -1.8071 -3.7620 3.0096  C51 1.107
63 H -2.5933 -3.0305 0.7487  C52 1.090
64 H -0.9177 -3.5990 0.7081  C52 1.108
65 H -0.1846 -1.3354 0.7828  N53 1.019
66 H -2.1875 -1.4390 -1.3847  C54 1.104
67 H -1.0300 -2.6989 -1.2369  C54 1.104
68 H -0.2786 0.3808 -0.9499  C55 1.095
69 H -0.5746 -0.2950 -2.5613  C55 1.100
70 H 2.5314 0.2738 -1.6375  C57 1.099
71 H 1.5739 0.0229 -3.2582  C57 1.095
72 H 2.7948 -1.0118 -2.6881  C57 1.108
73 C 4.1267 -5.0169 1.2899  C74 1.511, O76 1.413, H77 1.103, H78 1.098
74 C 3.3948 -5.6830 2.4322  C73 1.511, O75 1.425, H79 1.091, H80 1.096
75 O 3.7009 -7.0677 2.5667  C74 1.425, H81 0.965
76 O 5.3941 -4.5651 1.7228  C73 1.413, H82 0.961
77 H 3.4915 -4.1767 0.9612  C73 1.103
78 H 4.1324 -5.6439 0.3891  C73 1.098
79 H 2.3182 -5.7239 2.2585  C74 1.091
80 H 3.6271 -5.0341 3.2848  C74 1.096
81 H 4.5872 -7.1675 2.9359  O75 0.965
82 H 5.4632 -3.6393 1.4763  O76 0.961
83 C 0.7931 3.7177 0.8710  C84 1.505, O86 1.459, H87 1.092, H88 1.099
84 C -0.3339 4.3355 0.0889  C83 1.505, O85 1.403, H89 1.089, H90 1.096
85 O -1.4395 3.4838 -0.0593  C84 1.403, H91 0.977
86 O 0.5701 3.8857 2.3029  C83 1.459, H92 0.965
87 H 1.7759 4.0426 0.5217  C83 1.092
88 H 0.7861 2.6262 0.7409  C83 1.099
89 H 0.0141 4.6729 -0.8858  C84 1.089
90 H -0.6424 5.2472 0.6122  C84 1.096
91 H -1.3103 2.7157 0.5300  O85 0.977
92 H 1.2667 4.4731 2.6198  O86 0.965
93 C -1.1094 -4.9860 6.9399  C94 1.504, O96 1.439, H97 1.104, H98 1.089
94 C -0.0169 -4.7703 5.9287  C93 1.504, O95 1.488, H99 1.090, H100 1.092
95 O 1.2205 -4.3271 6.6271  C94 1.488, H101 0.963
96 O -1.1614 -6.3556 7.3768  C93 1.439, H102 0.962
97 H -2.0990 -4.6725 6.5630  C93 1.104
98 H -1.0094 -4.3531 7.8205  C93 1.089
99 H -0.1279 -3.8902 5.2956  C94 1.090
100 H 0.2629 -5.6975 5.4247  C94 1.092
101 H 1.7086 -5.0921 6.9500  O95 0.963
102 H -1.5751 -6.8686 6.6759  O96 0.962
103 C -1.8592 2.3971 3.5644  C104 1.478, O106 1.434, H107 1.090, H108 1.090
104 C -2.2072 1.2595 2.6866  C103 1.478, O105 1.455, H109 1.105, H110 1.101
105 O -1.3176 1.2307 1.5352  C104 1.455, H111 0.983
106 O -0.5462 2.1739 4.0969  C103 1.434, H112 0.975
107 H -2.5463 2.3926 4.4099  C103 1.090
108 H -1.8648 3.3638 3.0608  C103 1.090
109 H -3.2514 1.2441 2.3267  C104 1.105
110 H -2.1077 0.3494 3.2976  C104 1.101
111 H -1.4889 0.3949 1.0469  O105 0.983
112 H 0.0750 2.5522 3.4482  O106 0.975
113 C -1.1194 -0.1839 -6.6746  C114 1.481, O116 1.377, H117 1.092, H118 1.089
114 C -0.6518 1.0462 -5.9960  C113 1.481, O115 1.431, H119 1.101, H120 1.090
115 O -0.3601 2.1180 -6.8976  C114 1.431, H121 0.963
116 O -0.0562 -0.8250 -7.2694  C113 1.377, H122 0.962
117 H -1.9469 0.0837 -7.3349  C113 1.092
118 H -1.4968 -0.8219 -5.8771  C113 1.089
119 H 0.2832 0.9019 -5.4327  C114 1.101
120 H -1.3282 1.4066 -5.2208  C114 1.090
121 H 0.2960 1.7747 -7.5134  O115 0.963
122 H 0.3665 -0.2264 -7.8928  O116 0.962
123 C -2.4098 -7.1399 1.7833  C124 1.497, O126 1.493, H127 1.085, H128 1.110
124 C -2.1685 -8.2467 0.8041  C123 1.497, O125 1.388, H129 1.106, H130 1.117
125 O -2.5249 -9.5050 1.2679  C124 1.388, H131 0.958
126 O -3.7955 -6.5847 1.7662  C123 1.493, H132 0.967
127 H -1.6801 -6.3384 1.7305  C123 1.085
128 H -2.4089 -7.5709 2.8057  C123 1.110
129 H -1.1525 -8.2810 0.3675  C124 1.106
130 H -2.6269 -7.8988 -0.1534  C124 1.117
131 H -2.2732 -10.1807 0.6369  O125 0.958
132 H -4.3756 -7.3487 1.8877  O126 0.967
133 C -1.7094 1.2083 8.1696  C134 1.540, H139 1.094, H140 1.086, H141 1.092
134 C -0.4841 0.6768 7.4023  C133 1.540, C135 1.504, N138 1.503, H142 1.106
135 C 0.3277 -0.2687 8.2439  C134 1.504, O136 1.412, H143 1.096, H144 1.096
136 O 0.6829 0.2520 9.5074  C135 1.412, C137 1.397
137 C 1.9777 0.7761 9.5222  O136 1.397, H145 1.088, H146 1.097, H147 1.101
138 N -0.8280 0.0426 6.0839  C134 1.503, H148 1.018, H149 1.023
139 H -2.4521 1.5837 7.4601  C133 1.094
140 H -1.4666 2.0546 8.8050  C133 1.086
141 H -2.1082 0.3657 8.7381  C133 1.092
142 H 0.1321 1.5634 7.1636  C134 1.106
143 H 1.2078 -0.6364 7.7031  C135 1.096
144 H -0.2407 -1.1627 8.5266  C135 1.096
145 H 2.0752 1.4216 10.3924  C137 1.088
146 H 2.2668 1.3447 8.6298  C137 1.097
147 H 2.6907 -0.0587 9.6028  C137 1.101
148 H -0.1218 -0.6555 5.8609  N138 1.018
149 H -0.6842 0.8296 5.4468  N138 1.023
150 C 5.8854 -0.7261 -0.0393  C151 1.503, H156 1.095, H157 1.087, H158 1.094
151 C 5.8906 0.7762 -0.0067  C150 1.503, C152 1.499, N155 1.489, H159 1.090
152 C 5.7520 1.4119 1.3440  C151 1.499, O153 1.401, H160 1.102, H161 1.107
153 O 4.5339 1.0437 1.9296  C152 1.401, C154 1.371
154 C 4.0593 2.0008 2.7892  O153 1.371, H162 1.117, H163 1.104, H164 1.080
155 N 7.2257 1.2213 -0.4937  C151 1.489, H165 1.025, H166 1.022
156 H 6.7827 -1.0653 0.4888  C150 1.095
157 H 5.9666 -1.1013 -1.0566  C150 1.087
158 H 5.0395 -1.1829 0.4825  C150 1.094
159 H 5.1469 1.2451 -0.6506  C151 1.090
160 H 5.7320 2.5087 1.2357  C152 1.102
161 H 6.6580 1.1918 1.9416  C152 1.107
162 H 3.8669 2.9942 2.3152  C154 1.117
163 H 4.7663 2.3068 3.5799  C154 1.104
164 H 3.0999 1.7236 3.2011  C154 1.080
165 H 7.4658 2.0900 -0.0064  N155 1.025
166 H 7.1461 1.5678 -1.4517  N155 1.022
167 C 5.0166 4.2486 -2.2423  C168 1.510, H173 1.101, H174 1.098, H175 1.075
168 C 6.2317 3.9438 -3.0860  C167 1.510, C169 1.519, N172 1.499, H176 1.094
169 C 5.8394 2.8496 -4.0635  C168 1.519, O170 1.387, H177 1.104, H178 1.105
170 O 5.6489 1.7724 -3.2112  C169 1.387, C171 1.401
171 C 5.5291 0.5262 -3.8402  O170 1.401, H179 1.095, H180 1.103, H181 1.081
172 N 6.5980 5.1995 -3.8182  C168 1.499, H182 1.028, H183 1.027
173 H 5.3251 4.6615 -1.2688  C167 1.101
174 H 4.5576 3.2948 -1.9517  C167 1.098
175 H 4.3019 4.9316 -2.6639  C167 1.075
176 H 7.0518 3.5073 -2.5079  C168 1.094
177 H 6.6272 2.6490 -4.8111  C169 1.104
178 H 4.9679 3.1779 -4.6587  C169 1.105
179 H 6.4206 0.2526 -4.4131  C171 1.095
180 H 4.7261 0.6125 -4.5916  C171 1.103
181 H 5.2312 -0.1952 -3.0919  C171 1.081
182 H 7.4563 5.5676 -3.3892  N172 1.028
183 H 6.9833 5.0326 -4.7557  N172 1.027
184 C -6.2617 -5.7192 -3.5420  C185 1.519, H190 1.100, H191 1.085, H192 1.090
185 C -4.8133 -6.1774 -3.5414  C184 1.519, C186 1.524, N189 1.513, H193 1.093
186 C -4.0504 -5.6117 -2.3500  C185 1.524, O187 1.415, H194 1.097, H195 1.121
187 O -2.6658 -5.9019 -2.3129  C186 1.415, C188 1.438
188 C -1.8701 -5.3559 -3.3789  O187 1.438, H196 1.100, H197 1.093, H198 1.080
189 N -4.7191 -7.6866 -3.4967  C185 1.513, H199 1.029, H200 1.034
190 H -6.2453 -4.6405 -3.7561  C184 1.100
191 H -6.7785 -5.8115 -2.5923  C184 1.085
192 H -6.7284 -6.1699 -4.4175  C184 1.090
193 H -4.2327 -5.8634 -4.4128  C185 1.093
194 H -4.5165 -5.8507 -1.3857  C186 1.097
195 H -4.0864 -4.4922 -2.3048  C186 1.121
196 H -2.0142 -4.2658 -3.3737  C188 1.100
197 H -2.2207 -5.7438 -4.3389  C188 1.093
198 H -0.8610 -5.6833 -3.1765  C188 1.080
199 H -3.8800 -7.9377 -2.9558  N189 1.029
200 H -5.4158 -7.9638 -2.7846  N189 1.034

LUMO energy ... 0.06 eV
E ... -105192.0587 eV
HOMO-LUMO gap ... 0.319 Ha
Energy above the lowest of the compared OMol25 structures with the same formula, charge and spin ... 0.000 eV